Entry 1:
# C12H16O2

C12H16O2 in the gas phase in a non-equilibrium geometry (ωB97M-V/def2-TZVPD, the OMol25 dataset).

## Properties
HOMO-LUMO gap = 0.330 hartree
2S+1 = 1
HOMO = -9.75 eV
Charge = 0
ΔE to the lowest compared entry with this formula, charge and spin = 0.919 eV
E_LUMO = -0.028 Eh

```
30
Properties=species:S:1:pos:R:3:forces:R:3:nbo_charge:R:1
C -0.22719 0.06893 2.56720 0.72 0.86 0.45 -0.664
C 0.82531 0.06258 1.49190 -0.68 0.39 0.81 -0.043
C 0.76007 -0.72559 0.43936 0.43 -0.42 -1.47 -0.041
C -0.31769 -1.72276 0.12832 -0.66 0.10 0.68 -0.460
C -1.71712 -1.14308 -0.18887 0.05 0.11 -0.77 -0.380
C -1.76868 -0.00322 -1.23673 -0.01 0.34 -0.07 -0.213
C -1.70793 1.39273 -0.58288 -0.30 -0.62 -0.18 -0.606
C -0.77203 -0.15116 -2.41343 -0.78 -0.08 0.24 -0.624
C 1.89960 -0.66454 -0.53107 0.14 1.59 0.95 0.512
O 2.11685 -1.53455 -1.30311 0.23 -2.05 -1.75 -0.507
C 2.82965 0.50662 -0.51283 -0.17 -0.31 -0.77 -0.223
C 2.87937 1.27778 0.53456 -0.33 0.74 1.25 -0.243
C 1.99065 0.98258 1.69144 -0.45 -1.22 -2.42 0.508
O 2.20601 1.43373 2.75559 0.63 1.52 2.98 -0.501
H -0.02883 -0.72226 3.29287 -0.30 -0.16 -0.11 0.234
H -0.10877 1.00204 3.12437 -0.07 -0.11 0.07 0.241
H -1.24319 0.06427 2.18983 0.04 -0.38 -0.08 0.226
H -0.42758 -2.37136 1.00491 0.00 -0.07 -0.09 0.228
H -0.03192 -2.36233 -0.70149 0.31 0.08 0.03 0.242
H -2.27432 -0.80794 0.68719 0.19 -0.11 0.11 0.199
H -2.29538 -1.97229 -0.60953 0.04 -0.05 0.15 0.211
H -2.76892 -0.04766 -1.67946 0.00 -0.13 0.08 0.196
H -2.56277 1.45194 0.09594 0.15 0.27 0.13 0.203
H -0.78398 1.54312 -0.02558 -0.01 0.12 -0.05 0.201
H -1.82554 2.17080 -1.33933 0.11 0.04 0.06 0.210
H -0.42169 -1.18051 -2.48640 0.36 0.17 -0.04 0.216
H 0.03980 0.57321 -2.33468 0.21 -0.28 0.00 0.204
H -1.30548 0.04829 -3.34459 0.15 0.15 -0.03 0.216
H 3.49032 0.71242 -1.34342 -0.10 -0.50 -0.28 0.229
H 3.55136 2.11819 0.62992 0.09 0.03 0.12 0.228
```
Forces are in eV/Å.

=====

Entry 2:
# C12H16O2

C12H16O2 in the gas phase in a non-equilibrium geometry (ωB97M-V/def2-TZVPD, the OMol25 dataset).

## Properties
HOMO-LUMO gap (alpha / beta) = 0.208 / 0.279 hartree
2S+1 = 3
HOMO (alpha / beta) = -4.93 / -9.15 eV
Charge = 0
E_LUMO (alpha / beta) = 0.027 / -0.057 Eh

```
30
Properties=species:S:1:pos:R:3:forces:R:3:lowdin_spin:R:1
C -1.43716 2.82755 0.11600 -4.80 1.79 3.85 0.092
C -1.94029 1.82616 1.06594 -1.60 5.55 -0.48 0.449
C -0.46563 2.57778 -0.70305 2.00 -1.44 -2.30 0.224
C -1.57587 0.55483 0.85204 1.07 -7.23 -0.89 0.290
C 0.22340 1.24488 -0.77758 -1.95 -0.83 1.15 0.042
C -0.66129 0.14618 -0.13576 -0.87 3.16 1.84 0.172
C 1.51525 1.36215 0.01358 3.65 2.24 -3.71 0.032
C 2.73158 0.48236 -0.47836 -4.42 2.26 -2.59 0.005
C -2.32744 -2.82450 -0.24350 2.30 0.10 -0.45 0.022
C -0.99283 -2.37404 0.42847 -3.13 4.50 -1.60 0.033
C 3.30696 -0.47880 0.14444 3.71 -3.09 2.15 0.003
C -0.39357 -1.17939 -0.31060 0.37 -3.26 -0.06 0.392
O 3.25792 -0.81277 1.50309 -0.39 0.84 -1.50 0.001
O 0.56875 -1.60694 -1.14307 0.40 -0.65 -0.63 0.171
H -1.96681 3.85286 0.03243 0.95 -1.78 0.49 -0.001
H -2.81036 1.93881 1.74792 0.83 0.73 -0.65 0.021
H -0.17750 3.29061 -1.44681 0.30 0.43 -0.22 0.013
H -2.16878 -0.31350 1.38425 1.29 1.96 -0.98 0.008
H 0.36257 1.06829 -1.83290 0.58 -0.43 -0.42 0.011
H 1.83143 2.45124 -0.35911 -0.15 -1.98 1.37 0.002
H 1.39803 1.38848 1.04721 -0.53 0.05 1.75 0.000
H 2.71713 0.49408 -1.61482 0.91 0.10 1.45 0.000
H -2.68205 -3.70312 0.32224 -0.61 0.66 -0.61 0.002
H -2.87578 -1.90242 -0.32594 -1.25 -0.19 0.40 0.001
H -2.04093 -3.04254 -1.30838 -0.48 -0.40 0.99 0.001
H -0.32184 -3.08369 0.38739 3.51 -3.79 -0.16 0.001
H -1.09103 -2.04364 1.42967 -0.53 -0.02 1.27 0.008
H 4.14786 -1.07347 -0.29379 -1.16 0.40 0.07 0.000
H 2.67701 -0.14735 1.88102 -0.22 -0.05 0.57 0.000
H 1.19132 -0.92010 -1.38202 0.21 0.38 -0.08 0.003
```
Forces are in eV/Å.

=====

Entry 3:
# C12H16O6S5TeW

A molecular structure, C12H16O6S5TeW in a non-equilibrium geometry (ωB97M-V/def2-TZVPD, the OMol25 dataset).

## Properties
HOMO-LUMO gap (alpha / beta) = 0.213 / 0.214 hartree
2S+1 = 1
HOMO (alpha / beta) = -14.74 / -14.73 eV
Charge = +2
ΔE to the lowest compared entry with this formula, charge and spin = 1.751 eV
E_LUMO (alpha / beta) = -0.329 / -0.327 Eh

```
41
Properties=species:S:1:pos:R:3:forces:R:3:nbo_charge:R:1
W -0.00696 -1.03448 -0.89254 10.32 -3.17 1.83 1.062
C 2.18854 0.35532 2.61426 -0.48 0.48 -0.60 -0.520
C 1.31924 -0.84318 2.88646 -0.35 0.18 -0.69 -0.505
S 1.13894 -1.93408 1.39376 0.55 -0.31 -0.31 0.395
C 2.91064 -2.24518 0.91826 -0.69 -0.11 0.04 -0.534
C 3.60464 -1.33368 -0.09924 -0.34 0.31 -0.63 -0.535
S 2.57584 -0.23808 -1.20924 0.61 -0.27 0.21 0.408
C 3.21564 1.48312 -0.88694 -0.82 -0.57 0.02 -0.515
C 2.96484 2.02422 0.50706 -0.69 -0.08 0.43 -0.542
S 1.42634 1.33302 1.23366 1.62 0.44 1.29 0.204
H 3.19284 0.04862 2.32726 0.02 0.10 0.05 0.214
H 2.23974 0.99072 3.50006 0.06 -0.10 -0.02 0.267
H 0.29744 -0.54738 3.12986 0.00 -0.10 0.08 0.258
H 1.72134 -1.44758 3.69966 -0.11 -0.26 -0.16 0.270
H 2.88284 -3.26968 0.53456 -0.01 0.19 0.15 0.262
H 3.47244 -2.26528 1.85386 -0.08 -0.03 -0.01 0.265
H 4.13164 -1.97378 -0.81274 0.09 0.16 0.19 0.268
H 4.33204 -0.67228 0.36706 -0.04 0.03 0.00 0.252
H 2.66554 2.05292 -1.64004 0.14 -0.01 0.01 0.257
H 4.27664 1.49632 -1.13734 -0.07 -0.21 -0.19 0.269
H 2.84514 3.10662 0.46836 0.14 -0.03 -0.01 0.268
H 3.77054 1.79492 1.20096 0.06 0.07 -0.10 0.238
O -1.36146 -0.93388 -2.18514 -1.91 -0.07 -2.72 -0.875
S -2.37106 -1.72258 -1.39584 -3.91 -0.59 -0.14 2.380
O -3.01716 -2.78038 -2.04424 -0.25 -0.26 -0.12 -0.791
O -1.49386 -2.12218 -0.24444 -1.66 -1.53 0.74 -0.849
C -3.45826 -0.36578 -1.02764 -0.14 -0.49 -0.33 -0.375
C -4.82656 -0.52318 -1.18764 0.48 -0.27 0.20 -0.126
C -5.64886 0.60082 -1.20844 0.13 0.24 0.02 -0.140
C -5.10076 1.87042 -1.10024 -0.09 -0.33 0.03 -0.139
C -3.72746 2.02792 -0.92804 0.44 -0.15 -0.12 -0.163
C -2.90166 0.91242 -0.92374 0.15 0.56 0.17 -0.241
S -1.19966 1.17542 -0.43474 -1.27 2.50 1.36 2.336
O -0.08046 0.84492 -1.40574 -0.07 2.08 -1.86 -0.872
O -1.07656 2.45742 0.13156 -0.23 0.25 -0.38 -0.811
O -0.95046 0.00092 0.47126 -1.82 1.51 2.11 -0.929
H -5.22746 -1.52108 -1.30144 -0.09 0.00 -0.08 0.270
H -6.71356 0.47272 -1.33124 -0.07 0.01 0.00 0.263
H -5.73416 2.74532 -1.13584 -0.01 0.01 0.01 0.263
H -3.29036 3.00722 -0.80434 -0.02 0.09 0.04 0.272
Te 1.01404 -3.02778 -1.90114 0.38 -0.24 -0.50 0.521
```
Forces are in eV/Å.